No. 1
The ion C16H25F5N3 with charge +1 at a distorted geometry. Source: OMol25; level of theory: ωB97M-V with the def2-TZVPD basis set.

Geometry as XYZ:
```
49
Properties=species:S:1:pos:R:3:forces:R:3:lowdin_charge:R:1
C -0.80269 1.63576 -3.95712 0.6781 -0.2228 0.9067 -0.062
C -1.62191 1.67131 -2.61998 -0.3270 0.3632 0.1040 -0.383
C -0.95358 2.60201 -1.53434 -0.6716 0.3574 -0.8426 -0.071
C -2.03847 0.25567 -2.08656 -0.2584 0.3408 -0.9127 -0.151
C -0.93745 -0.86615 -2.14336 0.2448 -0.4039 0.4963 -0.110
C 0.48720 -0.44385 -1.79036 1.5222 1.1365 2.3157 -0.054
C 1.61437 -0.50710 -2.70006 -2.1596 -0.9239 -1.2266 -0.054
N 2.86860 -0.21905 -2.52014 0.3641 0.0317 -0.2779 0.115
N 3.17520 0.24006 -1.32794 -1.6356 -0.2538 0.3618 0.093
C 2.24841 0.38864 -0.38351 -0.1963 1.0835 3.4189 -0.126
C 2.76535 0.98957 0.96381 0.3771 -0.5659 -0.5742 -0.086
C 2.65330 -0.00158 2.16499 0.7970 0.7414 0.3910 -0.246
N 3.07602 -1.37943 1.81089 0.1291 0.6447 0.0976 0.014
C 0.86165 0.06377 -0.46884 -0.2035 -0.6848 -3.2006 -0.059
C -0.15829 0.22387 0.65353 -0.1349 -0.6996 0.3407 -0.121
C -0.33837 -1.15581 1.42981 0.5306 0.8346 0.4603 -0.127
C -0.74477 -0.87511 2.92625 -0.2838 -0.1579 -0.6790 -0.074
C -2.28513 -0.94006 3.13551 1.8607 0.4896 0.7989 -0.397
F -2.52718 -0.39417 4.37109 -0.2039 -0.4500 -0.7084 0.103
F -2.88445 -0.12904 2.21193 -0.0573 -0.7213 0.3390 0.111
C -2.86071 -2.40772 3.11746 -1.1644 0.5097 0.2071 -0.514
F -3.78488 -2.53532 4.08240 0.4667 -0.0944 -0.4794 0.170
F -1.90433 -3.32564 3.33236 -0.4013 0.4767 -0.3516 0.165
F -3.47171 -2.63702 1.93624 0.6385 -0.1583 0.4253 0.154
H -1.01253 2.52488 -4.57968 0.0202 -0.6359 0.2035 0.088
H 0.28437 1.67988 -3.69695 -0.6529 0.0303 -0.3071 0.065
H -0.93590 0.68342 -4.51735 -0.2305 0.7930 0.1536 0.083
H -2.57664 2.19304 -2.87065 0.5051 -0.5540 0.2855 0.132
H -1.18576 3.64733 -1.84535 0.3845 -0.6159 0.2810 0.090
H 0.15021 2.51009 -1.50463 -0.5879 -0.0744 0.1997 0.067
H -1.43124 2.47661 -0.53797 0.4884 -0.0054 -0.6122 0.077
H -2.52109 0.35825 -1.08808 0.5318 -0.1674 -0.6141 0.107
H -2.86230 -0.09140 -2.75548 0.6176 0.0664 0.4803 0.127
H -1.22163 -1.63605 -1.38307 0.2417 0.4698 -0.5268 0.128
H -0.94039 -1.41526 -3.11121 0.0523 0.6360 0.5130 0.126
H 1.36874 -0.86093 -3.72070 0.3835 0.2124 0.6414 0.142
H 4.14869 0.48347 -1.14157 -0.3082 -0.0668 -0.2346 0.188
H 2.22381 1.93638 1.16237 0.2645 -0.5562 -0.0527 0.133
H 3.84659 1.24621 0.85405 -0.7230 -0.0771 -0.0698 0.123
H 3.35491 0.37406 2.94947 -0.6793 0.1309 -0.4908 0.127
H 1.64188 0.05323 2.60711 0.5391 -0.4138 -0.3349 0.080
H 3.54366 -1.74384 2.64356 -0.3222 -0.2575 -0.3131 0.086
H 3.83362 -1.31512 1.12457 -0.2612 -0.1062 0.1825 0.070
H -1.15548 0.49262 0.26714 0.7858 0.0058 -0.0508 0.081
H 0.11372 1.02509 1.37556 0.0418 -0.5605 -0.6158 0.121
H 0.65028 -1.65643 1.42879 -0.6940 -0.0087 -0.0116 0.095
H -1.08915 -1.79733 0.92081 0.5445 0.3758 0.2956 0.115
H -0.46014 0.15815 3.22661 -0.2196 -0.6666 -0.1775 0.125
H -0.20442 -1.57998 3.58858 -0.6336 0.3728 -0.2344 0.135
```
Positions in Å, forces in eV/Å.

Properties
SMILES string: CC(C)CCc1cn[nH+]c(CCN)c1CCCC(F)(F)C(F)(F)F
E_tot: -1288.004139 Eh
net charge: +1

***

No. 2
A structure of composition C16H25F9NbO12S at a distorted geometry. Source: OMol25; level of theory: ωB97M-V with the def2-TZVPD basis set.

Geometry as XYZ:
```
64
Properties=species:S:1:pos:R:3:forces:R:3:lowdin_charge:R:1
F 6.39029 0.03449 -2.97409 -0.3417 0.0735 -0.2054 0.093
C 5.09460 0.06771 -3.42669 0.4509 0.0497 0.0433 -0.441
F 5.12098 0.89421 -4.53123 -0.1252 -0.1791 0.2538 0.071
C 4.59683 -1.31769 -3.78647 -0.0068 -0.3344 -0.4366 -0.219
C 5.34187 -2.52074 -3.17937 0.2029 0.0910 0.9177 -0.408
Nb 4.34750 -3.56313 -1.37868 -1.1351 0.2539 -0.5816 0.850
C 4.38047 0.88284 -2.31034 0.2454 0.1666 0.0956 -0.447
F 4.51663 0.25598 -1.15009 -0.1067 -0.1194 -0.0164 0.108
F 4.98646 2.07728 -2.20108 -0.0907 0.0413 -0.0239 0.116
S 2.51921 1.23456 -2.51474 0.1180 -0.1240 0.1717 0.782
F 2.75403 2.72439 -3.02783 -0.0272 -0.0362 -0.0644 -0.146
F 2.47969 1.79303 -1.01764 -0.0664 -0.0401 0.0036 -0.146
F 2.19552 -0.22193 -2.00824 -0.0906 0.1762 -0.1200 -0.161
F 2.49253 0.75454 -4.02746 -0.1497 -0.0640 0.0936 -0.131
F 0.94226 1.49889 -2.59962 0.1389 0.1098 -0.1392 -0.151
H 3.53406 -1.42165 -3.58227 -0.0374 0.2334 0.0795 0.054
H 4.68228 -1.34285 -4.87873 0.0469 0.1214 -0.0336 0.115
H 5.28992 -3.32889 -3.91971 -0.0584 -0.1714 0.1011 0.020
H 6.39842 -2.32311 -3.02830 0.0689 0.0906 -0.1899 0.005
H 6.07687 -4.21879 -1.32115 -0.1892 0.1128 -0.3692 -0.158
H 3.95465 -5.16277 -2.24365 0.1196 -0.2736 0.6275 -0.171
H 2.72654 -2.76408 -1.78697 0.1001 0.3925 -0.7391 -0.129
H 4.89437 -2.32426 -0.13559 0.0093 -0.4463 0.4567 -0.164
H 4.13947 -4.53612 0.13449 1.0010 -0.0519 0.0240 -0.174
C -1.93693 3.15524 -0.88276 0.2396 -0.0075 -0.0247 -0.097
C -1.29537 1.81961 -0.56160 -0.0125 0.0420 -0.0571 -0.095
O -2.21775 1.28137 0.40519 0.1593 -0.0681 -0.0281 0.079
C -3.41187 1.86011 0.23008 0.0171 -0.0156 0.0209 -0.578
O -4.41652 1.51132 0.77219 -0.1590 0.1057 -0.0274 0.135
O -3.33141 2.89010 -0.63683 0.0619 0.1328 -0.0525 0.059
H -1.78313 3.46563 -1.91225 -0.1906 -0.0432 -0.0565 0.135
H -1.61248 3.95038 -0.21521 0.0081 -0.0274 0.0568 0.111
H -1.25921 1.15477 -1.42280 -0.0554 -0.0609 0.0240 0.128
H -0.30175 1.89909 -0.13350 -0.0467 -0.0335 0.1563 0.131
C -0.34897 -5.75576 2.38533 0.0510 -0.0468 0.0673 -0.128
C 1.08528 -5.91856 2.86079 -0.0922 0.0135 0.0732 -0.124
O 1.83067 -5.67859 1.66990 0.0652 -0.0665 0.0027 0.041
C 1.08147 -4.92725 0.83202 -0.1752 0.0356 0.1380 -0.571
O 1.45054 -4.40740 -0.16311 0.0057 -0.0059 -0.1089 0.066
O -0.19788 -4.84175 1.30237 -0.0433 -0.0080 -0.0024 0.049
H -1.01856 -5.34249 3.13487 -0.0084 0.1197 -0.0508 0.129
H -0.76778 -6.68974 2.00442 0.0262 -0.0226 -0.0014 0.128
H 1.36348 -5.17077 3.60603 -0.0249 0.0219 -0.0037 0.131
H 1.30767 -6.90999 3.24640 0.0736 -0.0369 -0.1053 0.127
C -3.52663 6.88715 0.21539 -0.1051 0.0352 0.0235 -0.109
C -3.71382 7.70753 1.48049 -0.0115 0.0087 -0.1029 -0.114
O -3.11327 6.87021 2.47301 -0.0491 0.0775 0.0337 0.062
C -2.22339 6.05048 1.86705 -0.0581 0.0141 -0.0324 -0.572
O -1.44926 5.34971 2.42601 0.0594 -0.0685 0.0441 0.177
O -2.34437 6.14092 0.51997 -0.0319 0.0709 -0.0982 0.037
H -3.37111 7.48763 -0.67611 0.1426 -0.0193 -0.0050 0.131
H -4.34640 6.18834 0.04290 -0.0076 -0.0153 0.0352 0.135
H -3.17353 8.65486 1.44656 0.0277 -0.0061 -0.0166 0.131
H -4.75425 7.89488 1.72892 -0.0078 -0.0977 0.1031 0.130
C -6.08047 -0.91810 3.35188 0.0467 0.1286 0.0137 -0.114
C -4.64442 -0.61772 2.96665 -0.0779 -0.1237 0.0323 -0.110
O -3.95878 -1.77509 3.48151 0.0248 0.1110 0.0128 0.065
C -4.83494 -2.79210 3.57335 -0.0137 0.0669 -0.0230 -0.583
O -4.55057 -3.92161 3.80922 0.0251 -0.0981 0.0276 0.153
O -6.10006 -2.35037 3.36452 -0.0832 0.0429 -0.0069 0.052
H -6.80597 -0.53442 2.64070 -0.0241 -0.1381 -0.0717 0.130
H -6.33136 -0.55995 4.35242 0.0279 0.0031 0.0132 0.128
H -4.50337 -0.56578 1.89184 0.0313 -0.0290 -0.0258 0.112
H -4.24895 0.28620 3.41763 0.1084 -0.0639 0.0742 0.133
```
Positions in Å, forces in eV/Å.

Properties
E_tot: -2881.272065 Eh
net charge: -1

***

No. 3
A structure of composition C16H25IN2SiTc at a distorted geometry. Source: OMol25; level of theory: ωB97M-V with the def2-TZVPD basis set.

Geometry as XYZ:
```
46
Properties=species:S:1:pos:R:3:forces:R:3:mulliken_spin:R:1
C -2.87452 -0.73867 -1.13744 -1.1459 0.1251 -0.9054 -0.131
C -1.69288 1.96362 0.32775 -2.3531 0.9973 0.3288 -0.080
H -3.06681 -0.08032 -2.00987 0.4541 -0.0070 0.1747 0.002
H -3.63816 -0.52402 -0.37397 0.1566 0.2745 -0.0857 0.007
H -3.14794 -1.75926 -1.47661 0.5854 0.3945 0.0454 0.023
H -1.59142 2.72727 -0.48122 0.4455 -0.8006 0.2405 0.006
H -2.79673 1.91510 0.42951 0.1026 -0.4476 0.0198 0.025
H -1.41869 2.43059 1.28691 0.3699 -0.5916 -0.3297 0.012
C 0.54070 -2.45059 -1.60477 0.3204 0.1825 0.0253 0.013
C 1.63579 -3.19594 -2.03681 -0.2437 0.0164 0.0243 0.004
C 2.88146 -2.57963 -2.13936 -0.1759 0.0722 0.0416 0.003
C 2.97225 -1.24281 -1.79241 -0.5179 0.4925 0.1336 0.000
H -0.44466 -2.91131 -1.47932 0.5590 0.1699 -0.2840 -0.003
H 1.48798 -4.24403 -2.27799 0.0913 0.1647 -0.0117 0.000
H 3.77770 -3.09672 -2.48468 -0.3788 -0.0379 0.1340 0.000
H 3.91064 -0.70960 -1.83439 0.0102 -0.4050 -0.0969 0.000
N 0.63151 -1.14485 -1.27607 -0.1141 0.1812 -0.1950 0.045
C 1.83654 -0.52835 -1.38279 0.0093 -1.0417 -0.3681 0.005
C 1.94167 0.89575 -1.02343 0.2345 0.5558 -0.0079 -0.001
N 0.83093 1.49361 -0.51409 0.5059 -0.5224 0.1744 -0.040
C 1.00505 2.73857 -0.01898 0.0505 0.3077 -0.3337 0.006
C 3.30375 2.88878 -0.73347 -0.5705 -0.0480 -0.0226 0.003
C 2.17978 3.48063 -0.14566 -0.0541 -0.5106 -0.0086 -0.002
H 0.16191 3.18942 0.49258 0.3363 -0.0201 -0.3013 -0.002
H 2.17545 4.50058 0.22534 0.1334 -0.1857 -0.0043 0.000
C 3.17589 1.57651 -1.16542 -0.5607 -0.4420 0.0508 -0.003
H 4.02922 1.05960 -1.62021 -0.5000 0.4728 0.3066 0.000
H 4.25010 3.41259 -0.86092 -0.3012 -0.0233 0.0915 0.000
Tc -1.17216 0.08014 -0.26484 2.2657 -0.1838 0.6448 2.295
I -1.98904 -2.53540 0.79720 -0.2091 0.1908 -0.2263 0.782
C -0.55506 -2.96987 3.50100 -0.2500 -0.2487 -0.7889 0.074
Si -0.82058 -1.10568 3.26026 0.6001 1.1528 1.6393 -0.032
C -2.50096 -0.50257 3.81662 -0.0488 -0.1507 -0.1800 0.014
C 0.48675 -0.38939 4.47495 -0.2092 -0.0963 -0.6854 0.020
C -0.28665 -0.30152 1.56983 1.1394 0.1172 1.2518 -0.092
H -0.51498 -3.15153 4.58298 -0.0968 0.2063 -0.1414 0.017
H 0.39998 -3.28688 3.06695 -0.1105 0.0279 0.0780 -0.004
H -1.34090 -3.61851 3.08906 0.2304 -0.1325 0.3802 0.007
H -2.67820 -0.86737 4.83913 -0.0198 0.0864 -0.2705 0.001
H -2.54293 0.59507 3.84398 0.0580 -0.2387 -0.0125 0.001
H -3.31241 -0.86271 3.17474 -0.0095 0.0880 0.2107 -0.002
H 1.47773 -0.82336 4.27475 -0.2313 0.1241 0.1140 0.000
H 0.56690 0.70331 4.39360 -0.0328 -0.2376 0.0945 0.000
H 0.19650 -0.64418 5.50428 0.0492 0.0434 -0.2763 0.000
H 0.12049 0.66585 1.93806 -0.3016 -0.3222 -0.5151 0.002
H 0.60277 -0.90814 1.29929 -0.2721 0.2502 -0.1532 0.025
```
Positions in Å, forces in eV/Å.

Properties
<S²>: 3.856
net charge: +2
energy above the lowest of the compared OMol25 structures with the same formula, charge and spin: 60.7 kcal per mole
multiplicity: 4

***

No. 4
The ion C16H25N2O5 with charge +1 at a distorted geometry. Source: OMol25; level of theory: ωB97M-V with the def2-TZVPD basis set.

Geometry as XYZ:
```
48
Properties=species:S:1:pos:R:3:forces:R:3:lowdin_charge:R:1
O -0.28912 5.40386 2.34063 -0.3198 0.0965 -0.1488 -0.063
C 1.03957 5.04913 2.64965 0.5053 -0.1128 -0.1969 -0.237
C 1.83798 4.58308 1.41741 -0.2647 0.1732 0.4425 -0.159
N 1.31848 3.41179 0.73476 -0.1497 -0.1074 -0.0503 -0.169
C 0.07092 3.60905 0.02387 0.0511 -0.2426 -0.1515 -0.156
C -0.12945 2.43516 -0.93166 -0.0419 0.8788 -0.2306 -0.079
N -0.18647 1.17377 -0.15898 -0.3634 0.0299 0.2677 -0.113
C -0.55221 -0.00151 -0.97701 -0.5823 -0.5439 -0.2106 -0.053
C -2.09863 -0.05471 -1.05446 0.3015 -0.3851 -0.3863 -0.302
O -2.59482 0.30223 0.21514 -0.2928 0.0188 0.3115 -0.007
C -2.61091 -1.45089 -1.44813 -0.0026 0.4121 -0.1290 -0.122
O -2.35368 -2.34826 -0.39485 -0.0236 0.0554 0.0604 -0.060
C -1.36139 -3.30666 -0.48731 0.1259 -0.3612 0.3550 -0.259
C -1.37254 -4.24719 0.53541 -0.1652 0.3128 -0.1699 -0.005
C -0.43102 -5.26829 0.60063 0.3489 -0.0971 -0.2821 0.029
C 0.51771 -5.31352 -0.39252 -0.1791 0.5416 -0.3966 -0.205
C 0.53079 -4.36577 -1.41703 -0.0402 -0.4292 0.5601 -0.199
C -0.38844 -3.34542 -1.49087 -0.0018 0.0405 -0.1428 0.056
O 1.56997 -4.61600 -2.25989 -0.3633 0.4214 -0.0041 0.046
C 2.19286 -5.79074 -1.76700 0.9783 -0.6633 -0.5157 -0.137
O 1.54847 -6.18729 -0.57491 -0.2041 -0.0559 0.3626 0.046
C 1.06246 1.01248 0.61463 0.6197 0.0409 0.6878 -0.079
C 1.24280 2.21360 1.54116 0.0668 -0.0339 -0.2956 -0.157
H -0.30663 6.28757 1.95909 -0.0054 -0.0035 0.0594 0.100
H 1.57540 5.88060 3.11941 0.0076 -0.0805 0.0478 0.125
H 0.96982 4.23998 3.38070 0.0673 0.0760 0.0140 0.114
H 2.85867 4.35565 1.73287 0.0558 0.0810 -0.0160 0.126
H 1.88131 5.39033 0.68224 0.0823 0.0335 0.0433 0.127
H 0.13761 4.52861 -0.55847 -0.1070 -0.0429 -0.0141 0.139
H -0.79547 3.69244 0.69920 0.0327 0.0399 -0.0934 0.130
H -1.05681 2.55781 -1.49080 -0.0048 -0.1429 0.0238 0.140
H 0.71334 2.37369 -1.62291 -0.0767 -0.1304 0.0346 0.148
H -0.98788 1.25240 0.50721 0.3362 -0.0723 -0.1538 0.171
H -0.09859 0.06341 -1.96544 0.0896 0.0743 0.0602 0.152
H -0.19115 -0.90125 -0.47250 0.0341 0.1575 0.0098 0.128
H -2.46961 0.68509 -1.77248 0.0173 -0.1097 0.0372 0.155
H -2.82860 -0.51302 0.68589 0.0822 0.0680 0.0422 0.122
H -2.19001 -1.77478 -2.40060 -0.0298 -0.0086 0.0076 0.132
H -3.70051 -1.39772 -1.54953 0.1711 0.0226 -0.0530 0.149
H -2.14515 -4.17720 1.28293 -0.1148 0.0134 0.0900 0.121
H -0.45000 -5.99803 1.39086 -0.0105 -0.1097 0.1346 0.127
H -0.33942 -2.64923 -2.31088 -0.0109 0.1047 -0.1048 0.117
H 3.25406 -5.58470 -1.56461 -0.2775 0.0136 0.0049 0.144
H 2.11231 -6.59160 -2.51824 -0.0768 0.2024 0.1815 0.145
H 1.01356 0.09013 1.19558 -0.1417 -0.0074 -0.1395 0.144
H 1.89685 0.95674 -0.08708 -0.1218 -0.0451 -0.0236 0.150
H 2.17532 2.09863 2.09531 -0.0567 -0.1047 0.0307 0.141
H 0.40825 2.23654 2.26354 0.0554 -0.0184 0.0400 0.137
```
Positions in Å, forces in eV/Å.

Properties
SMILES string: OCCN1CC[NH+](C[C@H](O)COc2ccc3c(c2)OCO3)CC1
net charge: +1
energy above the lowest of the compared OMol25 structures with the same formula, charge and spin: 1.9 kcal per mole

***

| no. | molecular weight (g mol⁻¹) |
| --- | --- |
| 1 | 354.4 |
| 2 | 705.3 |
| 3 | 498.4 |
| 4 | 325.4 |